Record 1
{"formula": "C9H17CoF2O4", "method": "the ωB97M-V functional and the def2-TZVPD basis", "elements": ["Co", "C", "C", "O", "C", "C", "O", "C", "C", "O", "C", "C", "O", "H", "H", "H", "H", "H", "H", "H", "H", "H", "H", "H", "H", "H", "H", "H", "H", "F", "C", "F", "H"], "xyz": [[0.046, -0.539, -0.728], [1.265, 1.796, -1.581], [2.342, 1.344, -0.617], [2.003, 0.015, -0.158], [2.369, -0.300, 1.205], [1.260, -1.131, 1.845], [0.029, -0.560, 1.385], [-1.199, -1.140, 1.835], [-2.314, -0.342, 1.157], [-1.916, -0.008, -0.192], [-2.295, 1.300, -0.674], [-1.198, 1.778, -1.608], [0.026, 1.582, -0.878], [1.398, 2.850, -1.826], [1.283, 1.213, -2.512], [3.314, 1.333, -1.111], [2.377, 2.023, 0.234], [3.301, -0.865, 1.209], [2.513, 0.625, 1.761], [1.319, -2.183, 1.549], [1.330, -1.065, 2.932], [-1.238, -2.201, 1.574], [-1.289, -1.047, 2.918], [-3.225, -0.940, 1.127], [-2.508, 0.576, 1.710], [-3.246, 1.240, -1.203], [-2.392, 1.986, 0.167], [-1.184, 1.202, -2.543], [-1.339, 2.831, -1.852], [0.346, -2.072, -2.131], [-0.090, -2.775, -1.016], [-1.398, -2.736, -0.999], [0.312, -3.791, -0.981]], "lowdin_spin": [2.801, 0.002, 0.002, 0.043, 0.002, 0.009, 0.063, 0.005, 0.003, 0.050, 0.002, 0.006, 0.050, 0.001, 0.000, 0.001, 0.000, 0.001, 0.000, 0.005, 0.001, 0.002, 0.001, 0.001, 0.000, 0.001, 0.000, 0.001, 0.002, 0.166, 0.557, 0.179, 0.043], "de_lowest_ev": 0.478, "spin_multiplicity": 5, "total_charge": 2, "e_tot_ha": -2235.8485, "homo_energy_ev": [-18.04, -18.30], "homo_lumo_gap_ev": [11.68, 8.28], "lumo_ha": [-0.2337, -0.3681], "largest_force_ev_per_a": 3.2, "s2": 6.01}


Record 2
{"formula": "C35H56CoN4O6S", "method": "the ωB97M-V functional and the def2-TZVPD basis", "elements": ["Co", "C", "C", "C", "C", "C", "C", "C", "N", "C", "C", "C", "C", "C", "C", "O", "C", "C", "C", "C", "C", "C", "C", "C", "C", "O", "C", "C", "C", "C", "C", "C", "H", "H", "H", "H", "H", "H", "H", "H", "H", "H", "H", "H", "H", "H", "H", "H", "H", "H", "H", "H", "H", "H", "H", "H", "H", "H", "H", "H", "H", "H", "H", "H", "H", "H", "H", "H", "H", "H", "H", "H", "C", "C", "C", "C", "C", "N", "H", "H", "H", "H", "H", "H", "H", "H", "H", "C", "S", "O", "O", "O", "H", "H", "H", "N", "C", "N", "O", "H", "H", "H", "H"], "xyz": [[-0.349, 0.432, 0.397], [5.520, -2.820, -1.243], [5.011, -3.198, 0.157], [5.176, -4.709, 0.333], [5.870, -2.500, 1.223], [3.557, -2.748, 0.287], [3.255, -1.407, 0.158], [1.924, -0.990, 0.194], [1.438, 0.273, 0.036], [2.045, 1.452, -0.275], [3.351, 1.674, -0.740], [3.808, 2.959, -0.911], [2.937, 4.028, -0.623], [1.625, 3.874, -0.220], [1.144, 2.547, -0.087], [-0.094, 2.239, 0.215], [0.714, 5.068, 0.067], [1.458, 6.399, -0.048], [0.168, 4.963, 1.504], [-0.441, 5.073, -0.949], [5.229, 3.264, -1.379], [6.026, 1.990, -1.671], [5.966, 4.043, -0.277], [5.184, 4.109, -2.661], [0.858, -1.915, 0.485], [-0.323, -1.374, 0.675], [1.160, -3.286, 0.598], [2.501, -3.643, 0.484], [0.137, -4.423, 0.751], [0.093, -5.178, -0.590], [-1.286, -3.951, 1.067], [0.569, -5.384, 1.870], [6.551, -3.156, -1.383], [5.490, -1.741, -1.399], [4.898, -3.288, -2.008], [6.232, -4.968, 0.237], [4.627, -5.262, -0.431], [4.839, -5.033, 1.320], [6.908, -2.832, 1.140], [5.508, -2.746, 2.223], [5.853, -1.415, 1.114], [4.048, -0.684, 0.056], [3.966, 0.834, -1.014], [3.315, 5.034, -0.751], [2.313, 6.438, 0.629], [0.777, 7.207, 0.225], [1.802, 6.579, -1.069], [0.995, 4.995, 2.218], [-0.373, 4.033, 1.651], [-0.503, 5.800, 1.716], [-0.060, 5.271, -1.953], [-1.162, 5.854, -0.694], [-0.945, 4.108, -0.961], [6.132, 1.379, -0.772], [7.028, 2.253, -2.013], [5.550, 1.396, -2.453], [6.001, 3.459, 0.644], [5.472, 4.991, -0.059], [6.990, 4.255, -0.592], [4.641, 3.580, -3.445], [6.197, 4.310, -3.016], [4.689, 5.065, -2.491], [2.739, -4.694, 0.561], [-0.262, -4.503, -1.369], [-0.585, -6.032, -0.523], [1.083, -5.544, -0.867], [-1.666, -3.291, 0.293], [-1.322, -3.423, 2.023], [-1.942, -4.823, 1.132], [1.504, -5.896, 1.641], [-0.199, -6.148, 2.007], [0.699, -4.850, 2.815], [-5.403, 1.618, 1.535], [-4.302, 2.128, 0.596], [-4.721, 1.956, -0.874], [-3.947, 3.591, 0.915], [-3.088, 1.346, 0.783], [-2.129, 0.744, 0.920], [-6.301, 2.215, 1.377], [-5.098, 1.712, 2.577], [-5.631, 0.572, 1.331], [-5.680, 2.447, -1.036], [-4.808, 0.897, -1.116], [-3.982, 2.397, -1.543], [-4.785, 4.238, 0.655], [-3.068, 3.904, 0.352], [-3.726, 3.705, 1.977], [-2.267, -0.349, -3.586], [-1.655, -0.930, -1.998], [-0.858, -2.105, -2.257], [-0.827, 0.261, -1.580], [-2.833, -1.128, -1.175], [-1.471, -0.440, -4.320], [-2.549, 0.693, -3.452], [-3.122, -0.959, -3.861], [-0.933, -1.057, 3.377], [0.162, -0.252, 3.361], [1.071, -0.449, 4.351], [0.324, 0.661, 2.542], [-0.897, -1.922, 3.886], [-1.445, -1.084, 2.509], [0.996, -1.200, 5.010], [1.879, 0.144, 4.371]], "lowdin_spin": [0.024, 0.000, -0.001, 0.001, -0.001, 0.016, 0.060, 0.015, 0.280, 0.025, 0.041, 0.021, 0.089, 0.009, 0.099, 0.071, -0.003, 0.000, -0.001, -0.001, 0.000, 0.000, 0.002, 0.001, 0.081, 0.048, 0.002, 0.090, -0.003, -0.001, 0.000, -0.001, 0.000, 0.000, 0.000, 0.000, 0.000, 0.000, 0.000, 0.000, 0.000, 0.004, 0.002, 0.004, 0.000, 0.000, 0.000, 0.000, 0.000, 0.000, 0.000, 0.000, 0.000, 0.000, 0.000, 0.000, 0.000, 0.001, 0.000, 0.000, 0.000, 0.000, 0.005, 0.000, 0.000, 0.000, 0.000, 0.000, 0.000, 0.000, 0.000, 0.000, 0.000, 0.000, 0.000, 0.000, 0.004, -0.004, 0.000, 0.000, 0.000, 0.000, 0.000, 0.000, 0.000, 0.000, 0.000, 0.000, 0.000, 0.000, -0.005, 0.001, 0.000, 0.000, 0.000, 0.000, 0.002, 0.002, 0.017, 0.000, 0.000, 0.000, 0.000], "de_lowest_ev": 0.632, "spin_multiplicity": 2, "total_charge": 0, "e_tot_ha": -3818.7874, "homo_energy_ev": [-6.76, -7.08], "homo_lumo_gap_ev": [6.33, 5.76], "lumo_ha": [-0.0156, -0.0486], "largest_force_ev_per_a": 1.8, "s2": 0.85}


Record 3
{"formula": "C27H64N2O12", "method": "the ωB97M-V functional and the def2-TZVPD basis", "elements": ["C", "C", "O", "C", "C", "C", "C", "C", "O", "C", "O", "N", "C", "C", "C", "C", "C", "O", "C", "C", "C", "C", "N", "C", "C", "H", "H", "H", "H", "H", "H", "H", "H", "H", "H", "H", "H", "H", "H", "H", "H", "H", "H", "H", "H", "H", "H", "H", "H", "H", "H", "H", "H", "H", "H", "H", "H", "C", "O", "H", "H", "H", "H", "C", "O", "H", "H", "H", "H", "C", "O", "H", "H", "H", "H", "C", "O", "H", "H", "H", "H", "C", "O", "H", "H", "H", "H", "C", "O", "H", "H", "H", "H", "C", "O", "H", "H", "H", "H", "C", "O", "H", "H", "H", "H"], "xyz": [[0.800, -2.992, 4.483], [0.677, -2.937, 2.869], [-0.616, -3.370, 2.384], [-0.574, -3.158, 0.941], [-2.059, -3.103, 0.291], [-2.487, -1.566, 0.001], [-3.382, -0.940, 1.188], [-2.535, 0.130, 2.070], [-1.345, -0.522, 2.588], [-0.614, 0.406, 3.418], [-0.855, 0.429, 4.644], [0.344, 1.266, 2.712], [1.617, 1.469, 3.466], [2.953, 1.196, 2.619], [2.843, 0.017, 1.540], [3.696, 0.418, 0.206], [2.831, 0.192, -1.151], [1.771, 1.167, -1.259], [0.451, 0.572, -1.282], [-0.252, 2.521, 2.244], [-1.530, 3.190, 2.882], [-2.010, 4.481, 2.205], [-1.513, 5.184, 1.082], [-0.347, 4.640, 0.484], [0.273, 3.345, 1.026], [1.163, -4.017, 4.821], [-0.137, -2.626, 5.019], [1.638, -2.242, 4.743], [0.917, -1.848, 2.577], [1.473, -3.603, 2.364], [-0.074, -2.145, 0.687], [0.100, -3.952, 0.435], [-1.973, -3.686, -0.712], [-2.819, -3.643, 0.972], [-1.579, -0.884, -0.179], [-3.066, -1.596, -0.994], [-4.312, -0.442, 0.721], [-3.651, -1.798, 1.891], [-3.193, 0.499, 2.948], [-2.324, 1.006, 1.361], [1.716, 2.526, 3.921], [1.647, 0.751, 4.369], [3.757, 0.867, 3.384], [3.351, 2.189, 2.189], [1.785, -0.198, 1.170], [3.267, -0.983, 1.916], [4.631, -0.236, 0.159], [4.033, 1.517, 0.261], [3.576, 0.426, -2.007], [2.516, -0.893, -1.303], [-0.056, 0.869, -2.268], [-0.174, 1.086, -0.452], [0.416, -0.543, -1.054], [-2.055, 2.706, 3.782], [-2.947, 4.949, 2.689], [0.116, 5.145, -0.441], [1.197, 2.935, 0.477], [3.594, -5.404, 5.805], [3.340, -4.072, 6.224], [4.144, -5.379, 4.864], [4.194, -5.920, 6.560], [2.648, -5.932, 5.657], [2.854, -4.123, 7.056], [-5.497, 0.021, -2.202], [-5.319, -1.231, -1.556], [-5.418, 0.815, -1.458], [-4.723, 0.159, -2.961], [-6.486, 0.060, -2.667], [-5.394, -1.914, -2.235], [2.921, 6.688, -0.830], [2.280, 5.794, -1.726], [2.236, 6.924, -0.015], [3.819, 6.216, -0.422], [3.188, 7.607, -1.356], [2.908, 5.603, -2.435], [-2.558, 8.032, -1.447], [-1.766, 6.872, -1.260], [-2.276, 8.505, -2.389], [-3.615, 7.756, -1.485], [-2.386, 8.733, -0.626], [-2.036, 6.472, -0.418], [-0.278, -3.425, -3.916], [-0.971, -4.160, -2.920], [-0.713, -2.427, -3.985], [0.778, -3.341, -3.644], [-0.375, -3.929, -4.882], [-0.567, -5.038, -2.880], [-3.441, -6.444, -3.584], [-2.621, -7.589, -3.398], [-3.164, -5.961, -4.522], [-4.491, -6.746, -3.629], [-3.287, -5.745, -2.759], [-2.884, -7.997, -2.563], [2.149, -6.969, -3.776], [0.856, -6.771, -3.221], [2.888, -6.905, -2.977], [2.203, -7.957, -4.240], [2.353, -6.196, -4.521], [0.221, -6.834, -3.948], [2.395, 8.157, -4.423], [2.497, 7.460, -5.657], [3.395, 8.282, -4.004], [1.949, 9.140, -4.592], [1.780, 7.580, -3.727], [1.602, 7.364, -6.005]], "lowdin_charge": [-0.064, -0.270, -0.181, -0.216, -0.134, -0.178, -0.132, -0.182, -0.064, -0.392, 0.104, -0.024, -0.158, -0.171, -0.185, -0.157, -0.226, -0.233, -0.115, -0.141, 0.024, -0.121, -0.014, -0.076, 0.029, 0.056, 0.085, 0.077, 0.083, 0.128, 0.099, 0.127, 0.090, 0.120, 0.080, 0.093, 0.108, 0.115, 0.139, 0.121, 0.139, 0.132, 0.119, 0.106, 0.083, 0.113, 0.106, 0.107, 0.123, 0.122, 0.104, 0.076, 0.073, 0.107, 0.107, 0.107, 0.095, -0.166, -0.145, 0.080, 0.074, 0.072, 0.081, -0.152, -0.149, 0.078, 0.078, 0.075, 0.083, -0.155, -0.144, 0.078, 0.077, 0.068, 0.079, -0.168, -0.159, 0.073, 0.073, 0.074, 0.018, -0.150, -0.148, 0.077, 0.076, 0.075, 0.047, -0.163, -0.131, 0.078, 0.075, 0.068, 0.080, -0.147, -0.136, 0.081, 0.079, 0.077, 0.074, -0.167, -0.129, 0.077, 0.078, 0.067, 0.077], "smiles": "CCOCCCCCOC(=O)N(CCCCCOC)c1ccncc1.CO.CO.CO.CO.CO.CO.CO.CO", "total_charge": 0, "e_tot_ha": -2079.1235, "homo_energy_ev": -9.05, "homo_lumo_gap_ev": 9.26, "lumo_ha": 0.0079, "largest_force_ev_per_a": 5.2}


Record 4
{"formula": "C22H16ClN3O4", "method": "the ωB97M-V functional and the def2-TZVPD basis", "elements": ["C", "O", "C", "C", "C", "C", "O", "C", "C", "O", "N", "C", "C", "C", "Cl", "C", "C", "C", "C", "C", "C", "C", "C", "N", "C", "C", "C", "C", "O", "N", "H", "H", "H", "H", "H", "H", "H", "H", "H", "H", "H", "H", "H", "H", "H", "H"], "xyz": [[-3.735, 8.023, 0.897], [-4.088, 6.663, 1.183], [-3.036, 5.753, 0.966], [-3.170, 4.324, 1.152], [-1.983, 3.750, 0.792], [-1.478, 2.354, 0.650], [-0.107, 2.267, 0.531], [-2.253, 1.208, 0.721], [-3.668, 1.103, 0.965], [-4.576, 1.843, 0.612], [-3.966, -0.243, 1.108], [-2.839, -1.024, 0.866], [-2.633, -2.418, 0.797], [-1.342, -2.944, 0.601], [-1.184, -4.722, 0.413], [-0.241, -2.104, 0.332], [1.149, -2.606, -0.081], [1.896, -3.534, 0.658], [3.192, -3.951, 0.275], [3.697, -3.549, -0.937], [2.992, -2.606, -1.682], [3.721, -2.392, -2.884], [4.870, -3.154, -2.838], [4.878, -3.829, -1.608], [5.972, -4.686, -1.119], [1.716, -2.118, -1.265], [-0.497, -0.712, 0.325], [-1.773, -0.169, 0.633], [-1.100, 4.775, 0.501], [-1.814, 5.995, 0.595], [-2.873, 8.320, 1.526], [-4.602, 8.623, 1.079], [-3.469, 8.126, -0.151], [-4.078, 3.863, 1.525], [0.328, 3.159, 0.517], [-4.920, -0.583, 0.997], [-3.465, -3.058, 0.845], [1.454, -3.868, 1.587], [3.753, -4.659, 0.887], [3.401, -1.705, -3.676], [5.685, -3.261, -3.600], [5.529, -5.655, -0.827], [6.788, -4.893, -1.863], [6.402, -4.196, -0.259], [1.125, -1.453, -1.833], [0.342, -0.056, 0.088]], "nbo_charge": [-0.255, -0.474, 0.441, -0.295, 0.225, 0.397, -0.655, -0.242, 0.641, -0.593, -0.590, 0.168, -0.277, 0.036, -0.018, -0.092, -0.061, -0.190, -0.238, 0.106, -0.015, -0.307, -0.025, -0.355, -0.404, -0.202, -0.170, -0.021, -0.321, -0.182, 0.191, 0.199, 0.188, 0.271, 0.514, 0.421, 0.226, 0.217, 0.214, 0.222, 0.222, 0.207, 0.221, 0.204, 0.213, 0.239], "de_lowest_ev": 2.027, "smiles": "COc1cc(/C(O)=C2\\C(=O)Nc3cc(Cl)c(-c4ccc5c(ccn5C)c4)cc32)on1", "total_charge": 0, "e_tot_ha": -1773.3050, "homo_energy_ev": -7.75, "homo_lumo_gap_ev": 6.97, "lumo_ha": -0.0285, "largest_force_ev_per_a": 4.0}


Record 5
{"formula": "C9H15NOSi", "method": "the ωB97M-V functional and the def2-TZVPD basis", "elements": ["C", "C", "C", "C", "C", "C", "C", "C", "C", "N", "O", "Si", "H", "H", "H", "H", "H", "H", "H", "H", "H", "H", "H", "H", "H", "H", "H"], "xyz": [[-3.298, 0.437, -0.308], [-2.947, -0.996, -0.147], [-2.572, 1.525, -0.106], [-1.732, -1.306, 0.007], [-1.154, 1.598, -0.026], [-0.357, 0.561, -0.054], [1.874, -1.123, -1.529], [1.646, -0.821, 1.720], [2.597, 1.475, -0.121], [-1.000, -2.429, 0.217], [-0.611, 2.885, 0.004], [1.426, -0.017, -0.036], [-4.311, 0.563, -0.655], [-3.760, -1.766, -0.377], [-3.022, 2.462, -0.010], [1.244, -1.927, -1.663], [1.959, -0.418, -2.321], [2.822, -1.596, -1.403], [0.810, -1.435, 2.121], [2.679, -1.211, 1.971], [1.628, 0.123, 2.313], [2.192, 2.268, 0.389], [3.394, 1.083, 0.514], [3.089, 1.814, -1.049], [-0.032, -2.254, -0.094], [-1.333, -2.960, 1.070], [-1.232, 3.465, -0.426]], "nbo_charge": [-0.117, -0.426, -0.299, 0.361, 0.205, -0.504, -1.076, -1.102, -1.086, -0.873, -0.692, 1.559, 0.203, 0.225, 0.203, 0.220, 0.242, 0.237, 0.242, 0.237, 0.237, 0.240, 0.224, 0.243, 0.414, 0.410, 0.471], "de_lowest_ev": 3.520, "total_charge": 0, "e_tot_ha": -771.2689, "homo_energy_ev": -7.67, "homo_lumo_gap_ev": 8.30, "lumo_ha": 0.0234, "largest_force_ev_per_a": 6.6}